# 1
DFT (wB97M-V/def2-TZVPD) results for C31H58As2NO4PPtS4SeSi3 as an isolated structure at a distorted geometry.

```
! wB97M-V def2-TZVPD RIJCOSX def2/J DEFGRID3
* xyz -2 5
Pt 0.478 -0.444 0.132
C 3.974 0.474 0.928
C 3.167 0.790 2.178
C 3.953 1.830 2.993
P 1.329 1.185 1.744
C 0.824 1.540 3.517
C -0.656 1.796 3.787
C 1.263 0.344 4.400
C 1.773 2.625 0.708
C 2.083 3.864 1.221
C 2.474 4.930 0.412
C 2.780 6.269 1.016
C 2.540 4.740 -0.977
C 2.196 3.542 -1.538
C 1.796 2.440 -0.722
N 1.410 1.275 -1.248
C 1.432 1.124 -2.673
C 2.620 0.878 -3.366
C 3.949 0.768 -2.671
C 2.576 0.706 -4.748
C 1.389 0.755 -5.459
C 1.354 0.519 -6.949
C 0.221 0.990 -4.743
C 0.214 1.174 -3.365
C -1.077 1.452 -2.651
H 4.914 -0.025 1.187
H 4.217 1.389 0.374
H 3.426 -0.197 0.268
H 3.109 -0.135 2.743
H 4.124 2.740 2.412
H 4.940 1.423 3.246
H 3.472 2.120 3.930
H 1.378 2.435 3.806
H -1.264 0.970 3.428
H -1.009 2.714 3.329
H -0.793 1.877 4.873
H 1.093 -0.612 3.897
H 0.666 0.344 5.316
H 2.311 0.372 4.688
H 1.972 4.034 2.285
H 3.067 6.169 2.063
H 1.899 6.919 0.975
H 3.590 6.769 0.480
H 2.824 5.570 -1.616
H 2.177 3.426 -2.614
H 3.831 0.442 -1.648
H 4.474 1.730 -2.660
H 4.577 0.038 -3.181
H 3.507 0.496 -5.271
H 2.347 0.627 -7.389
H 0.682 1.222 -7.445
H 0.998 -0.489 -7.178
H -0.730 1.030 -5.269
H -1.924 1.300 -3.321
H -1.107 2.466 -2.247
H -1.185 0.803 -1.784
S 4.581 -3.109 -0.564
As 2.459 -3.165 -0.257
S 1.777 -2.360 1.616
S 1.337 -2.011 -1.701
S 2.371 -5.278 -0.473
C -0.505 -5.032 1.544
Si -1.567 -4.293 0.212
C -3.219 -5.165 0.438
C -1.037 -4.740 -1.513
As -1.650 -1.909 0.393
Si -3.212 -1.379 -1.316
C -2.296 -1.610 -2.926
C -3.871 0.332 -1.029
C -4.748 -2.453 -1.478
Si -2.854 -1.611 2.401
C -3.553 0.096 2.526
C -1.668 -2.033 3.772
C -4.316 -2.769 2.659
H -0.130 -6.006 1.208
H -1.107 -5.176 2.447
H 0.360 -4.408 1.783
H -3.041 -6.220 0.181
H -4.006 -4.788 -0.212
H -3.579 -5.127 1.466
H -0.552 -5.723 -1.504
H -0.327 -4.024 -1.933
H -1.922 -4.787 -2.156
H -1.227 -1.399 -2.827
H -2.704 -0.957 -3.707
H -2.399 -2.651 -3.253
H -3.206 1.002 -0.476
H -4.798 0.255 -0.450
H -4.106 0.810 -1.988
H -4.532 -3.434 -1.909
H -5.430 -1.927 -2.160
H -5.270 -2.594 -0.528
H -2.979 0.868 2.005
H -3.623 0.383 3.583
H -4.565 0.101 2.103
H -0.786 -1.390 3.766
H -1.321 -3.065 3.657
H -2.168 -1.932 4.744
H -4.904 -2.938 1.753
H -4.969 -2.300 3.406
H -3.999 -3.742 3.046
O -0.811 4.191 2.067
Se -1.317 3.298 0.788
O -2.930 3.049 0.743
O -0.635 1.715 1.058
O -0.694 3.872 -0.611
*
```

Computed properties:
**Orbital gap (alpha / beta)**: 5.836 / 5.406 eV
**Relative energy (zero: lowest compared OMol25 entry of this formula, charge and spin)**: 84.17 kJ/mol
**<S²>**: 6.07

=====

# 2
DFT (wB97M-V/def2-TZVPD) results for C31H58Br12HgN3O3 as an isolated structure at a distorted geometry.

```
! wB97M-V def2-TZVPD RIJCOSX def2/J DEFGRID3
* xyz -1 1
Hg 0.372 0.261 -1.492
C 2.955 1.728 -4.947
C 2.277 1.703 -3.565
C 2.319 3.138 -3.037
C 1.368 4.118 -3.726
C -0.031 3.515 -3.665
C -0.152 2.062 -4.163
N 0.895 1.241 -3.561
O 0.750 -0.122 -3.858
C -0.068 2.107 -5.684
C -1.511 1.624 -3.690
C 3.105 0.871 -2.613
H 2.529 2.481 -5.600
H 2.745 0.735 -5.363
H 4.039 1.827 -4.902
H 3.323 3.578 -3.071
H 2.039 3.108 -1.972
H 1.659 4.111 -4.785
H 1.345 5.151 -3.387
H -0.632 4.089 -4.392
H -0.538 3.729 -2.723
H -1.090 2.177 -6.075
H 0.410 1.259 -6.177
H 0.456 2.961 -6.131
H -1.666 1.577 -2.607
H -1.848 0.661 -4.081
H -2.262 2.332 -4.064
H 4.101 1.329 -2.566
H 3.235 -0.124 -3.037
H 2.745 0.834 -1.581
C 0.602 -4.147 0.346
C 0.405 -4.188 -1.173
C -0.143 -5.599 -1.469
C -1.610 -5.794 -1.156
C -2.348 -4.671 -1.856
C -1.894 -3.234 -1.535
N -0.460 -3.215 -1.790
O 0.145 -2.017 -1.911
C -2.375 -2.857 -0.130
C -2.573 -2.357 -2.571
C 1.764 -4.155 -1.836
H -0.252 -4.412 0.968
H 0.968 -3.155 0.647
H 1.453 -4.764 0.667
H 0.486 -6.290 -0.890
H 0.029 -5.875 -2.515
H -1.917 -5.826 -0.106
H -1.916 -6.762 -1.572
H -3.400 -4.695 -1.505
H -2.495 -4.835 -2.928
H -1.804 -2.012 0.270
H -2.198 -3.703 0.528
H -3.422 -2.554 -0.145
H -3.652 -2.561 -2.636
H -2.180 -2.439 -3.582
H -2.532 -1.305 -2.260
H 2.360 -3.313 -1.467
H 1.739 -4.130 -2.922
H 2.367 -5.021 -1.527
C 1.610 -0.957 1.149
C 1.171 0.348 1.800
C 2.488 1.065 2.111
C 2.315 2.552 2.380
C 1.524 3.190 1.247
C 0.171 2.502 1.107
N 0.370 1.082 0.836
O -0.805 0.367 0.446
C -0.465 3.155 -0.139
C -0.728 2.798 2.313
C 0.454 0.023 3.108
H 2.030 -0.742 0.162
H 0.811 -1.692 1.045
H 2.406 -1.477 1.698
H 3.153 1.037 1.238
H 3.025 0.566 2.913
H 3.286 3.070 2.413
H 1.907 2.730 3.381
H 2.060 3.179 0.296
H 1.356 4.232 1.536
H -0.139 2.613 -1.024
H -0.140 4.197 -0.202
H -1.557 3.200 -0.155
H -1.397 3.649 2.134
H -0.228 3.179 3.214
H -1.262 1.900 2.606
H -0.541 -0.418 3.040
H 0.438 0.902 3.750
H 1.030 -0.767 3.615
C 2.067 0.202 7.996
Br 3.060 -0.061 9.687
Br 2.248 -1.230 6.757
Br 2.649 1.902 7.248
H 1.045 0.331 8.309
C -2.500 2.628 6.836
Br -0.754 3.417 6.598
Br -3.290 1.884 5.218
Br -3.705 3.893 7.641
H -2.396 1.786 7.501
C -4.134 1.114 1.628
Br -4.137 1.258 -0.296
Br -3.879 -0.750 2.145
Br -5.770 1.786 2.499
H -3.303 1.711 1.963
C -1.882 -2.618 4.468
Br -0.276 -3.559 4.990
Br -2.734 -1.830 6.056
Br -3.107 -3.722 3.464
H -1.564 -1.795 3.848
*
```

Computed properties:
**Orbital gap**: 3.768 eV
**Relative energy (zero: lowest compared OMol25 entry of this formula, charge and spin)**: 0.00 kJ/mol

=====

# 3
DFT (wB97M-V/def2-TZVPD) results for a 4-piece molecular cluster, C31H58Br3O15P3 overall at a distorted geometry.

```
! wB97M-V def2-TZVPD RIJCOSX def2/J DEFGRID3
* xyz 0 1
C 8.378 0.531 -1.366
C 8.222 -0.231 -2.644
Br 9.401 -1.688 -2.914
C 7.314 0.078 -3.571
Br 7.203 -0.881 -5.216
C 6.329 1.156 -3.460
C 5.471 1.285 -2.440
O 5.370 0.461 -1.386
C 4.514 2.444 -2.451
O 4.280 3.065 -1.449
C 3.923 2.756 -3.787
C 2.478 3.125 -3.839
C 1.632 1.834 -3.631
C 0.195 2.134 -3.223
C 1.711 0.871 -4.815
C 4.773 2.627 -4.805
Br 4.289 2.945 -6.598
C 6.190 2.192 -4.535
O 7.122 2.628 -5.140
H 7.698 0.117 -0.618
H 9.381 0.431 -0.960
H 8.101 1.573 -1.522
H 5.056 0.957 -0.614
H 2.237 3.611 -4.785
H 2.212 3.807 -3.030
H 2.115 1.317 -2.791
H 0.104 2.961 -2.517
H -0.214 1.252 -2.722
H -0.450 2.335 -4.080
H 1.002 1.133 -5.602
H 1.475 -0.145 -4.493
H 2.715 0.845 -5.235
C 2.018 0.811 0.537
C 0.676 1.170 1.149
O -0.353 0.262 0.770
P -0.326 -1.269 1.342
O -0.624 -1.095 2.781
O -1.706 -1.822 0.707
C -2.788 -2.261 1.534
C -3.739 -1.127 1.863
O 0.490 -1.787 0.023
C 1.393 -2.905 0.203
C 0.687 -4.136 0.739
H 2.415 -0.112 0.971
H 2.746 1.604 0.720
H 1.924 0.655 -0.538
H 0.750 1.216 2.240
H 0.361 2.153 0.797
H -2.409 -2.732 2.441
H -3.316 -3.038 0.978
H -3.206 -0.216 2.133
H -4.396 -1.402 2.689
H -4.360 -0.886 0.999
H 2.202 -2.613 0.879
H 1.835 -3.114 -0.770
H 0.272 -3.956 1.737
H 1.383 -4.971 0.813
H -0.141 -4.419 0.090
C -5.920 -4.749 -6.177
C -4.556 -5.142 -5.636
O -3.770 -4.012 -5.247
P -4.211 -3.165 -3.944
O -4.013 -4.021 -2.759
O -2.985 -2.105 -3.866
C -2.136 -2.048 -2.720
C -0.952 -3.008 -2.849
O -5.154 -2.089 -4.708
C -6.296 -1.563 -3.995
C -5.900 -0.855 -2.714
H -6.557 -4.345 -5.387
H -6.427 -5.618 -6.598
H -5.825 -3.985 -6.948
H -4.660 -5.825 -4.789
H -3.988 -5.657 -6.410
H -2.696 -2.267 -1.813
H -1.786 -1.019 -2.627
H -1.263 -3.975 -3.242
H -0.476 -3.160 -1.881
H -0.200 -2.617 -3.539
H -6.994 -2.377 -3.777
H -6.798 -0.874 -4.671
H -5.430 -1.545 -2.006
H -6.778 -0.426 -2.230
H -5.182 -0.062 -2.919
C -2.078 4.646 9.147
C -2.048 3.148 9.392
O -2.072 2.389 8.181
P -0.774 2.410 7.219
O 0.321 1.717 7.923
O -1.239 1.354 6.083
C -0.498 0.153 5.836
C -0.987 -0.995 6.698
O -1.228 3.669 6.296
C -0.198 4.525 5.760
C 0.780 3.768 4.881
H -1.145 4.991 8.694
H -2.207 5.184 10.088
H -2.890 4.911 8.471
H -1.168 2.871 9.980
H -2.930 2.850 9.957
H 0.568 0.328 5.981
H -0.631 -0.097 4.786
H -1.162 -0.684 7.728
H -0.263 -1.811 6.699
H -1.935 -1.380 6.317
H 0.334 5.013 6.581
H -0.701 5.301 5.186
H 1.324 3.009 5.451
H 1.511 4.452 4.449
H 0.253 3.254 4.076
*
```

Computed properties:
**Orbital gap**: 7.989 eV
**SMILES string**: C/C(Br)=C(/Br)C1=C(O)C(=O)C(CC(C)C)=C(Br)C1=O.CCOP(=O)(OCC)OCC.CCOP(=O)(OCC)OCC.CCOP(=O)(OCC)OCC

=====

# 4
DFT (wB97M-V/def2-TZVPD) results for a 9-piece molecular cluster, C31H58O15S2 overall at a distorted geometry.

```
! wB97M-V def2-TZVPD RIJCOSX def2/J DEFGRID3
* xyz 0 1
C -5.482 0.826 1.047
C -4.535 1.405 2.065
C -4.287 2.873 1.933
O -4.202 3.306 3.327
C -4.574 2.297 4.110
O -4.671 2.419 5.334
O -5.008 1.258 3.406
H -6.462 1.148 1.404
H -5.560 -0.261 1.046
H -5.399 1.209 0.030
H -3.594 0.860 2.002
H -4.986 3.505 1.386
H -3.314 3.133 1.515
C -2.381 -1.230 3.183
C -2.725 -2.404 4.078
C -1.782 -2.912 5.213
O -2.466 -2.422 6.335
C -3.684 -1.978 6.095
O -4.619 -1.664 6.860
O -3.891 -2.024 4.787
H -1.543 -1.325 2.493
H -2.275 -0.248 3.647
H -3.174 -0.937 2.494
H -2.928 -3.302 3.493
H -0.833 -2.471 4.904
H -1.662 -3.990 5.312
O 5.962 0.364 -0.795
S 4.876 1.255 -1.115
O 3.449 0.918 -1.248
C 5.157 2.923 -0.379
C 5.971 3.704 -1.383
C 5.964 3.015 -2.799
C 5.120 1.736 -2.852
H 5.544 2.798 0.632
H 4.115 3.244 -0.339
H 5.622 4.735 -1.347
H 7.013 3.644 -1.071
H 7.022 2.771 -2.909
H 5.794 3.530 -3.744
H 5.400 0.844 -3.411
H 4.174 2.066 -3.281
O -1.075 -5.518 2.508
S -0.556 -4.469 1.649
O 0.177 -3.334 2.170
C 0.472 -5.076 0.179
C -0.454 -5.132 -1.086
C -1.480 -4.009 -0.908
C -2.021 -4.056 0.516
H 1.101 -5.871 0.579
H 1.170 -4.263 -0.024
H 0.086 -5.000 -2.023
H -0.784 -6.171 -1.080
H -2.350 -4.134 -1.551
H -0.893 -3.092 -0.955
H -2.609 -4.959 0.684
H -2.657 -3.247 0.875
C -3.803 6.822 -1.853
C -3.575 5.279 -1.785
C -2.696 4.677 -2.818
O -4.202 4.655 -0.929
H -2.886 7.310 -1.521
H -4.571 7.043 -1.114
H -4.071 7.134 -2.862
H -1.795 5.283 -2.924
H -3.144 4.637 -3.810
H -2.300 3.682 -2.613
C 4.389 -2.251 -2.114
C 2.973 -2.690 -2.464
C 2.229 -1.751 -3.342
O 2.454 -3.679 -1.979
H 5.108 -3.005 -2.435
H 4.517 -1.840 -1.113
H 4.591 -1.415 -2.784
H 1.228 -2.026 -3.675
H 2.808 -1.387 -4.191
H 2.048 -0.868 -2.727
C 1.180 -0.080 1.015
C -0.080 0.560 0.455
C 0.058 0.808 -1.085
O -1.017 0.962 1.080
H 1.249 0.586 1.875
H 2.044 0.068 0.368
H 0.935 -1.104 1.297
H 0.996 1.336 -1.257
H -0.790 1.333 -1.526
H 0.119 -0.098 -1.690
C 3.069 -2.092 3.394
C 3.349 -0.626 3.200
C 4.509 -0.383 2.325
O 2.690 0.298 3.740
H 2.101 -2.160 3.892
H 3.760 -2.561 4.095
H 3.028 -2.681 2.478
H 4.142 -0.311 1.301
H 5.377 -1.041 2.284
H 4.854 0.575 2.716
C -2.592 0.317 -3.871
C -1.301 -0.157 -4.507
C -0.302 0.874 -4.752
O -1.072 -1.335 -4.681
H -2.522 1.391 -3.700
H -2.914 -0.277 -3.017
H -3.292 0.341 -4.708
H -0.288 1.715 -4.059
H -0.554 1.391 -5.680
H 0.692 0.458 -4.914
*
```

Computed properties:
**Orbital gap**: 9.406 eV
**Relative energy (zero: lowest compared OMol25 entry of this formula, charge and spin)**: 108.72 kJ/mol
**SMILES string**: C[C@H]1COC(=O)O1.C[C@H]1COC(=O)O1.O=S1(=O)CCCC1.O=S1(=O)CCCC1.CC(C)=O.CC(C)=O.CC(C)=O.CC(C)=O.CC(C)=O

=====

Number 1: energy -309305.1182 eV. Number 2: energy -888378.6332 eV. Number 3: energy -301797.5839 eV. Number 4: energy -85466.4597 eV.